[1]
Below is one molecule with the formula C3H8NPS in a non-equilibrium geometry, with properties calculated with ωB97M-V with the def2-TZVPD basis set.

Its lowest unoccupied orbital energy (spin up / spin down) is 0.002 / 0.002 hartree. The SMILES is CCNC(P)=S. The largest force on an atom is 0.099 hartree/bohr. The value obtained for the energy relative to the best compared isomer or geometry (same formula, charge and spin) is 129.2 kJ/mol.

XYZ file:
```
14
C3H8NPS (ωB97M-V with the def2-TZVPD basis set)
S -3.37 0.96 0.08
P -1.92 -1.77 -0.32
N -0.88 0.71 0.47
C 1.49 0.98 -0.13
C 0.45 0.17 0.66
C -1.99 -0.02 0.20
H 1.89 1.93 0.32
H -3.30 -2.16 0.17
H 2.47 0.33 -0.03
H 0.78 0.07 1.72
H 1.26 1.04 -1.14
H -2.42 -1.42 -1.64
H 0.38 -0.92 0.48
H -1.21 1.57 0.81
```



[2]
Below is a 2-piece molecular cluster, C3H8NS overall in a non-equilibrium geometry, with properties calculated with ωB97M-V with the def2-TZVPD basis set.

Its lowest unoccupied orbital energy (spin up / spin down) is 0.250 / 0.247 hartree. As for the spin multiplicity: 2. The largest force on an atom is 0.030 hartree/bohr. Its charge is -2. The value obtained for the energy relative to the best compared isomer or geometry (same formula, charge and spin) is 129.3 kJ/mol.

XYZ file:
```
13
C3H8NS (ωB97M-V with the def2-TZVPD basis set)
S 0.67 -0.98 1.10
N -1.57 1.33 -0.81
C -1.78 0.36 -1.57
C 1.72 -2.22 2.02
C -0.40 2.15 -0.89
H 1.09 -2.58 2.84
H 0.34 1.87 -1.64
H 1.82 -3.09 1.36
H -1.20 0.00 -2.44
H -0.75 3.18 -0.98
H 2.67 -1.86 2.40
H -2.71 -0.22 -1.45
H 0.11 2.07 0.06
```



[3]
Below is an isolated ion of composition C3H8NSe and charge +1 in a non-equilibrium geometry, with properties calculated with ωB97M-V with the def2-TZVPD basis set.

Its lowest unoccupied orbital energy is -0.139 hartree. The SMILES is C1C[Se]C[NH2+]1. The largest force on an atom is 0.083 hartree/bohr. Its charge is +1. The value obtained for the energy relative to the best compared isomer or geometry (same formula, charge and spin) is 47.1 kJ/mol.

XYZ file:
```
13
C3H8NSe (ωB97M-V with the def2-TZVPD basis set)
Se -1.68 -0.64 1.35
N 0.37 0.85 0.00
C -0.23 0.80 1.34
C -0.89 -1.31 -0.27
C 0.51 -0.50 -0.58
H 1.42 -0.96 -0.31
H -1.65 -1.29 -1.09
H 1.36 1.18 0.02
H -0.67 -2.49 -0.21
H -0.90 1.64 1.75
H 0.53 0.50 2.08
H -0.23 1.24 -0.77
H 0.63 -0.40 -1.72
```



[4]
Below is one molecule with the formula C3H8O, with properties calculated with ωB97M-V with the def2-TZVPD basis set.

Its lowest unoccupied orbital energy is 0.042 hartree. The SMILES is CCOC. The largest force on an atom is 0.006 hartree/bohr. The value obtained for the energy relative to the best compared isomer or geometry (same formula, charge and spin) is 59.3 kJ/mol.

XYZ file:
```
12
C3H8O (ωB97M-V with the def2-TZVPD basis set)
O -0.69 0.79 0.48
C -0.70 1.35 -0.81
C 0.44 -0.02 0.75
C 0.31 -1.48 0.31
H -0.56 0.59 -1.59
H 0.58 0.02 1.83
H 1.11 -2.05 0.79
H -0.64 -1.91 0.62
H 0.08 2.11 -0.92
H 0.40 -1.61 -0.78
H 1.34 0.40 0.28
H -1.68 1.82 -0.95
```



[5]
Below is one molecule with the formula C3H8O, with properties calculated with ωB97M-V with the def2-TZVPD basis set.

Its lowest unoccupied orbital energy is 0.036 hartree. The SMILES is CC(C)O. The largest force on an atom is 0.008 hartree/bohr. The value obtained for the energy relative to the best compared isomer or geometry (same formula, charge and spin) is 4.3 kJ/mol.

XYZ file:
```
12
C3H8O (ωB97M-V with the def2-TZVPD basis set)
O 0.22 -0.45 1.54
C -0.56 1.23 0.09
C 0.05 -1.04 -0.81
C 0.38 0.04 0.21
H 0.66 -1.93 -0.66
H 1.42 0.37 0.05
H -0.48 1.73 -0.88
H -0.35 1.95 0.89
H -1.59 0.88 0.22
H 1.09 -0.71 1.88
H -1.00 -1.33 -0.70
H 0.20 -0.68 -1.83
```



[6]
Below is a 2-piece molecular cluster, C3H8O overall in a non-equilibrium geometry, with properties calculated with ωB97M-V with the def2-TZVPD basis set.

Its lowest unoccupied orbital energy is 0.035 hartree. The SMILES is C=CC.O. The largest force on an atom is 0.103 hartree/bohr. The value obtained for the energy relative to the best compared isomer or geometry (same formula, charge and spin) is 175.7 kJ/mol.

XYZ file:
```
12
C3H8O (ωB97M-V with the def2-TZVPD basis set)
O -0.42 -1.70 1.44
C 1.35 1.05 -0.11
C -0.76 -0.10 -0.87
C 0.00 1.02 -0.18
H -1.06 -0.10 -1.89
H 0.48 -1.74 0.87
H 1.86 0.15 -0.49
H -0.73 -0.86 1.63
H -1.71 -0.38 -0.35
H -0.65 1.72 0.45
H 1.83 1.99 0.22
H -0.18 -1.05 -0.73
```



[7]
Below is a 2-piece molecular cluster, C3H8O overall, with properties calculated with ωB97M-V with the def2-TZVPD basis set.

Its lowest unoccupied orbital energy is 0.032 hartree. The SMILES is C=CO.C. The largest force on an atom is 0.017 hartree/bohr. The value obtained for the energy relative to the best compared isomer or geometry (same formula, charge and spin) is 100.9 kJ/mol.

XYZ file:
```
12
C3H8O (ωB97M-V with the def2-TZVPD basis set)
O -0.77 0.25 -0.40
C -1.49 -0.90 -0.26
C -2.81 -0.91 -0.23
C 2.56 1.04 0.48
H -0.91 -1.80 -0.09
H 2.52 1.68 1.35
H 0.05 0.05 -0.86
H 2.13 1.61 -0.35
H -3.33 -1.86 -0.23
H 1.89 0.20 0.64
H 3.53 0.63 0.25
H -3.37 0.01 -0.30
```



[8]
Below is a 2-piece molecular cluster, C3H8O overall in a non-equilibrium geometry, with properties calculated with ωB97M-V with the def2-TZVPD basis set.

Its lowest unoccupied orbital energy is 0.030 hartree. The SMILES is C=O.CC. The largest force on an atom is 0.054 hartree/bohr. The value obtained for the energy relative to the best compared isomer or geometry (same formula, charge and spin) is 141.5 kJ/mol.

XYZ file:
```
12
C3H8O (ωB97M-V with the def2-TZVPD basis set)
O 0.97 -1.04 -7.44
C -1.08 0.52 3.84
C -0.36 0.38 2.52
C 1.42 -0.87 -6.32
H -0.22 1.32 2.00
H 2.11 -1.58 -5.86
H -2.17 0.53 3.72
H -0.70 1.41 4.36
H 0.70 0.10 2.59
H 0.84 -0.09 -5.81
H -0.86 -0.24 4.60
H -0.64 -0.43 1.81
```



[9]
Below is C3H8O as an isolated structure in a non-equilibrium geometry, with properties calculated with ωB97M-V with the def2-TZVPD basis set.

Its lowest unoccupied orbital energy is 0.036 hartree. The largest force on an atom is 0.085 hartree/bohr. The value obtained for the energy relative to the best compared isomer or geometry (same formula, charge and spin) is 358.6 kJ/mol.

XYZ file:
```
12
C3H8O (ωB97M-V with the def2-TZVPD basis set)
O -0.64 -1.41 1.43
C 0.08 -0.98 0.30
C -0.40 0.39 -0.02
C 0.38 1.10 -1.11
H 1.45 0.92 -1.25
H 1.17 -0.94 0.48
H -1.46 0.50 -0.18
H 0.26 1.61 -0.01
H -0.29 1.00 1.19
H -0.37 -2.31 1.62
H -0.10 1.74 -1.85
H -0.08 -1.62 -0.59
```



[10]
Below is one molecule with the formula C3H8O, with properties calculated with ωB97M-V with the def2-TZVPD basis set.

Its lowest unoccupied orbital energy is 0.044 hartree. The SMILES is CCOC. The largest force on an atom is 0.007 hartree/bohr. The value obtained for the energy relative to the best compared isomer or geometry (same formula, charge and spin) is 55.7 kJ/mol.

XYZ file:
```
12
C3H8O (ωB97M-V with the def2-TZVPD basis set)
O 0.35 -0.79 0.19
C -0.71 -1.69 0.38
C -0.08 0.44 -0.37
C 0.98 1.50 -0.10
H -1.45 -1.28 1.09
H 1.35 1.38 0.92
H -0.29 -2.61 0.79
H -0.26 0.32 -1.45
H -1.04 0.74 0.10
H 0.55 2.50 -0.20
H -1.23 -1.92 -0.56
H 1.82 1.41 -0.79
```



Among the records above, which one has the lowest energy relative to the best compared isomer or geometry (same formula, charge and spin)? number 5